43
Properties=species:S:1:pos:R:3:mulliken_charge:R:1 method="wB97M-V/def2-TZVPD" de_lowest_ev=5.371 gap_ev=8.9 lumo_ha=0.0226 smiles=O[C@]12CC[C@](c3nnc4c(Oc5ccccc5F)cccn43)(CC1)C2
F -1.445 4.376 2.006 -0.3166
O -0.953 -5.147 -3.413 -0.6101
O -0.893 1.783 2.941 -0.3955
N -0.004 0.087 -0.305 0.0904
N -2.000 -0.608 -0.438 -0.3900
N -1.997 0.205 0.619 -0.7491
C -0.500 -1.825 -2.041 2.0418
C -0.739 0.623 0.744 0.2162
C 1.226 1.859 1.651 -0.4071
C -0.479 5.350 4.010 -0.7571
C 0.343 5.201 5.120 -0.3230
C -0.501 -3.811 -3.161 1.3667
C 2.001 1.375 0.405 -0.9817
C -0.593 -1.385 -3.539 -0.7059
C -0.108 1.522 1.825 0.9144
C 0.915 -3.780 -2.732 -1.1626
C -0.722 -2.774 -4.240 -0.9297
C -0.827 -0.839 -0.979 -1.2662
C -0.443 2.887 3.669 -0.1870
C 1.397 0.459 -0.484 -0.0310
C -0.743 4.205 3.265 0.9138
C 0.845 -2.506 -1.915 -0.8766
C -1.343 -3.198 -2.109 -1.4421
C 0.724 3.895 5.498 -0.4379
C 0.322 2.774 4.814 -0.3002
H -1.529 -0.804 -3.728 0.3677
H 1.238 -4.611 -2.033 0.2359
H 1.361 3.726 6.448 0.2544
H 1.724 2.457 2.353 0.5506
H -0.554 -5.625 -4.160 0.3495
H 1.695 -1.902 -2.166 0.2624
H -1.722 -2.974 -4.718 0.3200
H 0.289 -0.749 -3.747 0.3122
H 0.460 6.125 5.764 0.2903
H 2.983 1.690 0.310 0.4600
H -0.803 6.306 3.743 0.4707
H 1.566 -3.805 -3.571 0.4528
H 0.627 1.887 5.279 0.4666
H 1.807 0.028 -1.394 0.3055
H 0.131 -2.730 -4.997 0.2972
H 0.913 -2.832 -0.916 0.4905
H -1.347 -3.883 -1.232 0.3819
H -2.323 -3.031 -2.447 0.4580